The following is a DFT calculation (the ωB97M-V functional and the def2-TZVPD basis) of an isolated molecule of C2H7N3O at a distorted geometry.

The value obtained for the HOMO-LUMO gap is 9.1202 eV. Its SMILES is C/C(=N/O)NN. For the energy, the calculation gives -8702.5549 eV. For the largest force on an atom, the calculation gives 2.0 eV Å⁻¹.

CARTESIAN COORDINATES (ANGSTROEM)
C1 1.58853 0.18533 1.35215
C2 0.35992 -0.14534 0.48432
N1 -0.77733 -0.32062 1.01811
O1 -1.83463 -0.48175 0.19416
N2 0.66585 -0.06648 -0.87013
N3 -0.25144 0.54816 -1.73152
H1 1.34994 0.05006 2.41622
H2 2.48378 -0.48508 1.13353
H3 1.86081 1.25063 1.10348
H4 -1.53283 -0.42644 -0.74441
H5 1.65054 0.23747 -1.03849
H6 -0.19058 1.58067 -1.66162
H7 -0.09487 0.27928 -2.69610

Forces on atoms 1 to 3 (eV/Å):
0.141 -0.413 -0.401
1.237 0.757 0.777
0.945 0.173 0.783

***

The following is a DFT calculation (the ωB97M-V functional and the def2-TZVPD basis) of a cluster of 5 separate species, C38H78BN4O7S2 in total at a distorted geometry.

The value obtained for the HOMO-LUMO gap is 4.7620 eV. The net charge is +1. For the energy, the calculation gives -83302.1731 eV. For the largest force on an atom, the calculation gives 3.1 eV Å⁻¹.

CARTESIAN COORDINATES (ANGSTROEM)
C1 -2.78724 -1.32771 4.96209
C2 -3.87464 -2.07619 4.06796
C3 -4.50237 -0.97922 3.12310
C4 -3.54406 -0.63073 1.92376
C5 -3.71757 0.89346 1.52292
C6 -3.80927 1.14474 -0.02696
C7 -2.69159 0.43978 -0.88103
C8 -1.54615 1.42093 -1.34080
N1 -0.38461 0.66134 -1.90351
C9 -0.86474 -0.09859 -3.09236
C10 0.15972 -0.22553 -4.27330
C11 -0.56059 -1.10281 -5.40040
C12 -0.51155 -2.64698 -5.11283
C13 -1.87375 -3.22212 -4.54495
C14 -2.80912 -3.81963 -5.66170
C15 -3.55795 -5.13167 -5.20152
C16 -4.49018 -4.92072 -3.94783
C17 0.66208 1.59479 -2.22873
S1 0.51819 3.00734 -3.08358
S2 2.33299 1.17116 -1.58305
C18 3.20787 2.78955 -1.30523
C19 4.31032 2.67299 -0.18686
C20 5.76145 2.51047 -0.75156
C21 6.10288 1.04960 -1.22702
O1 5.36993 0.02494 -0.58959
C22 5.69499 0.94907 -2.75817
N2 6.81654 1.27093 -3.68012
C23 7.76022 0.20931 -3.51218
N3 8.45582 -0.35223 -4.53086
N4 7.94147 -0.31942 -2.20947
C24 7.64964 0.71916 -1.18518
B1 8.17473 0.24752 0.26602
O2 7.42736 0.37222 1.45727
O3 9.48274 -0.31608 0.40514
C25 9.45201 -1.74760 0.19165
C26 10.49617 -2.51684 1.06391
H1 -2.45296 -0.41003 4.41750
H2 -3.30133 -0.97301 5.88491
H3 -1.94501 -2.02577 5.16384
H4 -3.41168 -2.91741 3.49799
H5 -4.70194 -2.41303 4.73801
H6 -4.60530 -0.04749 3.73538
H7 -5.48584 -1.27547 2.68417
H8 -3.70969 -1.29262 1.03403
H9 -2.45716 -0.75897 2.18537
H10 -2.91139 1.54948 1.92603
H11 -4.70699 1.21009 1.95105
H12 -3.83780 2.24528 -0.28443
H13 -4.79709 0.72081 -0.35857
H14 -3.20896 -0.04896 -1.75050
H15 -2.17480 -0.40358 -0.34917
H16 -1.23022 1.98330 -0.42466
H17 -1.94125 2.15920 -2.08050
H18 -1.05489 -1.14803 -2.73442
H19 -1.85125 0.25667 -3.49035
H20 0.41135 0.73750 -4.77130
H21 1.06130 -0.81506 -3.97651
H22 -0.13242 -0.82164 -6.39460
H23 -1.62496 -0.73870 -5.42102
H24 0.37403 -2.90913 -4.48964
H25 -0.37617 -3.14995 -6.10887
H26 -2.46572 -2.46886 -3.97551
H27 -1.62105 -4.06987 -3.85254
H28 -2.23815 -4.07631 -6.58700
H29 -3.61754 -3.11102 -5.98918
H30 -2.86389 -5.97970 -4.99661
H31 -4.21527 -5.46425 -6.04814
H32 -4.58788 -5.88661 -3.39607
H33 -4.13919 -4.14493 -3.23217
H34 -5.51746 -4.67449 -4.31768
H35 3.61152 3.14776 -2.28032
H36 2.46759 3.55610 -0.95974
H37 4.29113 3.62857 0.39865
H38 4.00109 1.86979 0.52245
H39 5.92769 3.21577 -1.60884
H40 6.47866 2.84901 0.04610
H41 5.21350 0.22701 0.34214
H42 5.39322 -0.11740 -2.93112
H43 4.82941 1.59767 -3.01556
H44 7.23115 2.16540 -3.39332
H45 9.40208 -0.07436 -4.76269
H46 7.96547 -1.06768 -5.06218
H47 7.33266 -1.12481 -2.02096
H48 8.21051 1.66008 -1.43725
H49 7.73622 -0.35032 2.02442
H50 8.41265 -2.17029 0.27782
H51 9.76381 -1.90932 -0.87785
H52 10.33047 -2.40219 2.16106
H53 10.37769 -3.61293 0.84631
H54 11.55141 -2.27385 0.78711
C27 4.72367 -0.14648 -6.80528
C28 3.50561 -0.90901 -6.34990
O4 2.46650 -0.85721 -6.96348
C29 3.63531 -1.73863 -5.09841
H55 4.48632 0.40438 -7.71480
H56 5.02847 0.56492 -6.03379
H57 5.53939 -0.84107 -7.01920
H58 3.88951 -1.09624 -4.25271
H59 4.40291 -2.50384 -5.23638
H60 2.68497 -2.22978 -4.89054
C30 -7.35357 0.47146 7.23553
C31 -6.04513 -0.27320 7.20900
O5 -5.80216 -1.08726 6.34089
C32 -5.05585 0.03397 8.30057
H61 -7.96824 0.15244 6.39364
H62 -7.88687 0.25327 8.16237
H63 -7.17253 1.54449 7.15165
H64 -5.48866 -0.20250 9.27110
H65 -4.77582 1.08496 8.26270
H66 -4.16106 -0.57349 8.15767
C33 -4.07146 0.72310 12.50107
C34 -3.97137 1.79885 11.45225
O6 -4.66145 1.77321 10.45530
C35 -2.98049 2.90734 11.69046
H67 -4.82187 -0.00757 12.19960
H68 -3.11072 0.21606 12.60692
H69 -4.37117 1.16023 13.45511
H70 -1.97176 2.49626 11.76084
H71 -3.23248 3.44036 12.60891
H72 -3.01579 3.60881 10.85722
C36 -7.42264 4.88416 -0.81075
C37 -6.29157 3.97655 -1.21493
O7 -5.31318 3.83762 -0.51337
C38 -6.42345 3.24707 -2.52593
H73 -7.19266 5.34162 0.15119
H74 -7.54969 5.67372 -1.55356
H75 -8.34526 4.30896 -0.71420
H76 -6.50652 3.96447 -3.34432
H77 -7.30203 2.59977 -2.50476
H78 -5.53829 2.63149 -2.68776

Forces on atoms 1 to 3 (eV/Å):
-0.857 -0.432 -0.651
-0.302 1.317 0.309
1.095 -0.449 -0.429

***

The following is a DFT calculation (the ωB97M-V functional and the def2-TZVPD basis) of a cluster of 3 separate species, C4H7NO2 in total at a distorted geometry.

The value obtained for the HOMO-LUMO gap is 10.9503 eV. For the energy, the calculation gives -9844.9126 eV. For the largest force on an atom, the calculation gives 1.4 eV Å⁻¹.

CARTESIAN COORDINATES (ANGSTROEM)
C1 1.04999 0.49796 1.31467
C2 0.79066 1.57526 0.29771
C3 0.00830 -1.21935 -1.65994
N1 -0.50037 -1.80592 -0.65826
C4 -2.75738 -0.27603 0.35438
O1 -2.52723 0.68664 0.91130
O2 -0.06080 1.53514 -0.56074
H1 0.51113 -0.42194 1.06619
H2 0.72177 0.86494 2.29600
H3 2.12700 0.30793 1.39383
H4 1.44904 2.46716 0.37412
H5 0.87595 -0.57696 -1.50911
H6 -0.36417 -1.28973 -2.68841
H7 -1.32390 -2.34509 -0.93175

Forces on atoms 1 to 3 (eV/Å):
-0.086 -0.088 -0.062
-0.191 0.051 -0.170
0.006 -0.124 0.198

***

The following is a DFT calculation (the ωB97M-V functional and the def2-TZVPD basis) of a cluster of 2 separate species, C5H11NO2 in total at a distorted geometry.

The value obtained for the HOMO-LUMO gap is 7.8979 eV. Its SMILES is C=C(C)N=O.CCO. For the energy, the calculation gives -10943.3811 eV. For the largest force on an atom, the calculation gives 5.8 eV Å⁻¹.

CARTESIAN COORDINATES (ANGSTROEM)
C1 -1.06493 -1.47197 -0.17332
C2 -0.94613 -0.77852 0.96565
C3 -1.69773 -1.08010 2.22348
N1 -0.07454 0.34967 0.95460
O1 0.10104 0.91108 2.02594
H1 -0.41457 -1.30478 -1.01571
H2 -1.72295 -2.32633 -0.23998
H3 -1.03776 -1.56601 2.94933
H4 -2.54505 -1.73992 2.01927
H5 -2.07469 -0.15784 2.67838
C4 0.41978 1.32012 -1.70384
C5 1.42768 0.93568 -0.64130
O2 2.90584 0.78455 -1.55260
H6 0.06782 0.43891 -2.25065
H7 0.86535 2.01609 -2.40589
H8 -0.42236 1.86473 -1.27650
H9 1.66222 -0.05970 -0.28392
H10 1.79827 1.77988 -0.07300
H11 2.75273 0.08447 -2.19994

Forces on atoms 1 to 3 (eV/Å):
0.516 0.033 0.451
-0.717 -0.479 0.303
-0.187 0.040 0.140

***

The following is a DFT calculation (the ωB97M-V functional and the def2-TZVPD basis) of the ion C6H7N2OS with charge +1 at a distorted geometry.

The value obtained for the HOMO-LUMO gap (alpha / beta) is 5.7587 / 6.1688 eV. The net charge is +1. As for the spin multiplicity: 3. For the energy, the calculation gives -22185.2287 eV. For the largest force on an atom, the calculation gives 8.3 eV Å⁻¹.

CARTESIAN COORDINATES (ANGSTROEM)
C1 2.30620 1.49775 -0.49059
C2 3.38454 0.74339 -0.22262
C3 -0.09294 0.63850 -0.70964
C4 1.78666 -1.30354 -0.09052
C5 -0.54780 -0.86095 -0.44210
C6 -1.34493 -0.92768 0.86190
N1 0.65464 -1.62402 -0.26872
N2 1.07182 1.00102 -0.55966
O1 -1.23332 -1.24814 -1.55303
S1 3.36885 -0.98834 0.17308
H1 2.44758 2.56131 -0.66871
H2 4.38215 1.15247 -0.18945
H3 -0.92353 1.24323 -1.05969
H4 -0.75171 -0.56929 1.69863
H5 -1.63654 -1.95773 1.05970
H6 -2.24212 -0.32266 0.77078
H7 -1.88913 -1.93495 -1.36748

Forces on atoms 1 to 3 (eV/Å):
-7.745 2.494 -1.470
5.349 -4.479 1.226
-3.249 -1.232 -0.508

***

The following is a DFT calculation (the ωB97M-V functional and the def2-TZVPD basis) of an isolated molecule of H5N3S2 at a distorted geometry.

The value obtained for the HOMO-LUMO gap is 8.8678 eV. Its SMILES is NNSSN. For the energy, the calculation gives -26219.5392 eV. For the largest force on an atom, the calculation gives 3.2 eV Å⁻¹.

CARTESIAN COORDINATES (ANGSTROEM)
N1 0.54066 -1.17937 -0.91296
N2 0.43449 -0.22418 -1.82512
S1 -0.23045 1.63945 -0.97966
S2 0.35709 1.25182 0.93105
N3 -0.90994 0.38304 1.58014
H1 -0.39552 -1.35438 -0.56479
H2 1.00029 -0.85028 -0.05217
H3 1.40849 -0.13743 -2.26612
H4 -0.54602 -0.49933 2.03511
H5 -1.65908 0.97064 2.05452

Forces on atoms 1 to 3 (eV/Å):
-0.549 -0.365 2.025
0.841 2.001 -2.361
1.430 -2.096 0.035